[1]
The following is a DFT calculation (wB97M-V/def2-TZVPD) of the ion C11H12NO with charge +1 in a non-equilibrium geometry.

```
25
Properties=species:S:1:pos:R:3:forces:R:3
O -2.2235 -1.6874 1.0988 -0.1 -0.2 -0.1
C -2.7795 -2.0330 -0.1716 0.8 0.2 -0.8
C -2.2853 -0.9737 -1.2381 0.0 0.0 1.7
C -0.8935 -0.5035 -0.7822 -1.6 -0.7 -1.0
C 0.1634 -1.4611 -0.8187 0.6 1.1 0.4
C 1.4120 -1.0742 -0.3750 -0.9 -0.7 -0.4
C 1.5886 0.2428 0.0855 1.4 0.9 0.6
C 2.8648 0.7038 0.5788 -1.0 -0.6 -0.4
C 2.9995 1.9802 1.0032 1.0 -0.1 0.2
N 1.9545 2.8590 0.9521 -0.4 0.6 0.1
C 0.7483 2.5227 0.5247 0.0 -1.2 -0.3
C 0.5323 1.2022 0.0964 -0.8 -0.3 -0.3
C -0.7563 0.7814 -0.3428 0.6 -0.3 -0.1
H -2.0217 -2.4962 1.5840 -0.2 0.2 0.0
H -3.8762 -2.0164 -0.1185 0.3 -0.3 -0.1
H -2.3736 -3.0041 -0.5037 -0.6 0.1 0.3
H -2.2638 -1.4044 -2.2468 -0.1 0.2 0.3
H -3.0049 -0.1436 -1.1657 0.4 -0.1 -0.5
H -0.0040 -2.4752 -1.1868 -0.1 0.4 0.1
H 2.2056 -1.8228 -0.3914 0.1 0.5 0.2
H 3.6987 0.0031 0.6105 -0.1 0.4 0.1
H 3.9551 2.3260 1.3977 -0.5 0.2 -0.1
H 2.0771 3.8196 1.2601 0.3 -0.2 0.0
H -0.0852 3.2242 0.4941 0.5 0.1 0.2
H -1.6326 1.4305 -0.3446 0.4 0.0 0.1
```
Forces are in eV/Å.

As for the structure (SMILES): OCCc1ccc2cc[nH+]cc2c1. Its charge is +1. For the HOMO energy, the calculation gives -12.7 eV. The value obtained for the relative energy (zero: lowest compared OMol25 entry of this formula, charge and spin) is 7.21 kcal per mole.

=====

[2]
The following is a DFT calculation (wB97M-V/def2-TZVPD) of a cluster of 2 separate species, C11H12NO2 in total in a non-equilibrium geometry.

```
26
Properties=species:S:1:pos:R:3:forces:R:3
C 1.8531 0.2568 3.0646 0.4 -0.9 -0.3
C 1.3166 0.2739 0.5300 0.7 0.1 1.5
C -0.6262 -0.7914 0.4645 0.2 0.7 0.5
C 1.0758 -0.0867 1.8314 -0.3 0.1 -0.1
C -0.1664 -0.7875 1.8050 -0.8 -0.3 0.0
C -1.8558 -1.3348 0.1186 0.3 -1.1 -0.2
C -2.6016 -2.0180 1.0700 0.4 0.8 -0.6
C -0.9687 -1.4378 2.7592 0.8 0.1 -0.2
C -2.1403 -2.0591 2.3925 -0.4 0.0 0.6
N 0.3025 -0.1150 -0.2747 -0.1 -0.1 -0.6
H 0.2749 0.1118 -1.2611 0.4 -0.2 -0.4
H 2.2423 0.7507 0.2581 -0.3 0.2 -0.9
H -2.1081 -1.4643 -0.9188 -0.3 0.4 -0.3
H 2.9315 0.1607 2.9065 0.0 0.5 -0.2
H 1.6765 -0.5274 3.7946 -0.3 0.1 0.4
H -3.5233 -2.4347 0.6856 -0.1 -0.3 0.6
H -0.5871 -1.5045 3.7677 -0.2 0.0 0.3
H -2.7029 -2.5213 3.1977 -0.2 -0.2 -0.3
H 1.5863 1.2269 3.4798 0.1 0.0 0.1
C 0.7338 2.8617 -2.3961 0.0 0.4 -0.6
C 0.7449 1.5437 -3.2330 -0.1 0.5 0.0
O 1.4597 0.5949 -2.8165 -0.2 -0.1 0.3
O 0.0198 1.5900 -4.2451 0.1 -0.3 0.1
H -0.1666 2.9301 -1.7817 0.1 -0.2 0.1
H 0.6472 3.6620 -3.1379 0.0 0.1 0.2
H 1.6234 3.0652 -1.7946 -0.1 -0.4 0.1
```
Forces are in eV/Å.

Its charge is -1. For the HOMO energy, the calculation gives -4.6 eV. The value obtained for the relative energy (zero: lowest compared OMol25 entry of this formula, charge and spin) is 10.57 kcal per mole.

=====

[3]
The following is a DFT calculation (wB97M-V/def2-TZVPD) of a structure of composition C11H12NO2 in a non-equilibrium geometry.

```
26
Properties=species:S:1:pos:R:3:forces:R:3
C -2.6188 2.2715 -0.2287 1.0 0.7 1.2
C -1.9762 2.6856 1.1302 -0.8 0.5 -0.2
O -0.7569 2.3641 1.3818 -0.5 0.0 0.1
O -2.6862 3.4128 1.8356 0.4 -0.1 0.3
H -3.5773 2.7757 -0.2771 -0.1 -0.2 -0.2
H -2.6760 1.2039 -0.3271 0.0 -0.5 -0.3
H -1.9183 2.6903 -0.9423 -0.1 -0.2 -0.6
C -1.2431 -3.1057 -0.8751 -0.8 0.5 0.0
C -1.0114 -0.9601 0.4900 1.4 1.7 0.7
C 1.0920 -0.4057 0.1605 0.0 0.8 -2.2
C -0.5145 -1.9392 -0.3124 -0.2 0.3 -1.5
C 0.7898 -1.5000 -0.7254 0.4 -0.6 2.8
C 2.3220 0.2579 0.0205 0.3 0.2 0.3
C 3.3175 -0.2854 -0.7887 -1.4 -0.2 0.1
C 1.8426 -2.1266 -1.3922 -0.3 -1.0 -0.1
C 3.0676 -1.5359 -1.4207 1.4 1.1 0.0
N -0.0262 0.0059 0.8056 -1.2 -0.2 0.3
H -0.3795 1.1854 1.0881 0.6 -1.2 -0.3
H -1.9916 -0.7096 0.8526 -0.4 -0.6 0.1
H 2.4326 1.1729 0.6038 0.3 0.0 -0.3
H -1.0541 -3.2637 -1.9502 0.1 -0.2 0.5
H -2.3106 -2.8708 -0.7665 0.0 -0.4 -0.1
H 4.2076 0.2723 -1.0527 0.2 -0.1 0.4
H 1.6955 -3.1348 -1.7823 -0.1 0.3 -0.2
H 3.9538 -1.9665 -1.8813 -0.4 -0.3 -0.3
H -1.0712 -3.9955 -0.2751 0.1 -0.4 -0.3
```
Forces are in eV/Å.

Its charge is -2. The multiplicity is 2. For the HOMO energy (alpha / beta), the calculation gives 3.6 / -1.3 eV. The value obtained for the relative energy (zero: lowest compared OMol25 entry of this formula, charge and spin) is 4.79 kcal per mole.

=====

[4]
The following is a DFT calculation (wB97M-V/def2-TZVPD) of a cluster of 2 separate species, C11H12NO2 in total in a non-equilibrium geometry.

```
26
Properties=species:S:1:pos:R:3:forces:R:3
C 2.1115 -1.2901 -0.1463 1.3 -0.6 -0.6
C 0.6040 0.3509 0.8027 1.6 0.2 4.5
C 1.7588 -0.5160 1.0768 -0.3 1.1 -2.9
C 0.5854 1.1801 2.0297 -0.8 0.2 -1.1
C 2.4210 -0.1076 2.1932 -0.6 -1.0 0.7
C -0.4385 0.3606 -0.0994 -0.6 -1.4 -2.4
C -1.5244 1.1418 0.1876 -0.1 0.2 -0.9
C -1.5042 1.9820 1.2603 -1.9 1.6 1.5
C -0.5006 2.0478 2.2159 0.2 -0.3 -1.2
N 1.6916 0.8932 2.8272 -1.2 -0.9 -2.4
H -0.5509 -0.2313 -1.1037 1.1 1.1 2.6
H -2.3670 1.2020 -0.4908 0.0 -0.1 0.0
H -2.4225 2.6312 1.4105 1.3 -0.7 -0.1
H 1.3882 -2.0303 -0.4487 -0.2 -0.6 0.4
H 3.1166 -1.6719 -0.2065 0.4 -1.0 0.8
H 3.1634 -0.6464 2.7952 0.0 0.5 -0.7
H 2.0103 1.3902 3.6032 0.2 0.8 1.1
H -0.6299 2.8489 2.9046 0.4 0.1 1.0
H 2.2097 -0.7137 -1.0617 -0.6 1.1 0.1
C -2.1894 -1.0289 -2.8699 -1.0 -0.4 -0.2
C -0.7375 -1.6335 -2.7647 0.0 4.5 -2.8
O -0.5957 -2.6880 -2.1205 -0.1 -1.6 0.9
O 0.1284 -0.8980 -3.2656 -0.4 -1.7 0.8
H -3.0109 -1.7334 -2.8664 0.0 -0.6 0.7
H -2.4105 -0.5105 -3.8362 1.3 -0.2 0.7
H -2.3068 -0.3292 -2.0266 0.1 -0.4 -0.4
```
Forces are in eV/Å.

The multiplicity is 2. For the HOMO energy (alpha / beta), the calculation gives -7.9 / -7.9 eV. The value obtained for the relative energy (zero: lowest compared OMol25 entry of this formula, charge and spin) is 52.83 kcal per mole.

=====

[5]
The following is a DFT calculation (wB97M-V/def2-TZVPD) of the ion C11H12NO2 with charge +1 in a non-equilibrium geometry.

```
26
Properties=species:S:1:pos:R:3:forces:R:3
C 1.2029 3.0329 1.4357 4.1 1.1 0.5
C 1.4532 2.5876 0.1651 -3.1 -2.6 -0.6
C 0.4897 2.3361 2.3660 -2.1 -1.5 -1.0
C 0.7072 1.4198 -0.3004 1.2 0.7 -0.9
C -0.2720 1.2396 1.9367 2.7 0.9 -2.2
C -0.0818 0.7372 0.5916 -1.3 1.4 1.6
C -1.6828 -1.4152 -1.9994 -0.4 -2.4 -0.9
C -2.9115 -1.3184 -1.5896 -3.9 -0.3 -2.8
C -2.4991 0.1439 0.1618 0.6 1.2 0.2
C -1.0576 -0.3465 0.1890 0.5 -0.4 -1.1
C 0.5134 -1.7334 -1.1073 -0.2 -2.8 1.7
N -0.6841 -0.8446 -1.2592 4.2 3.4 2.7
O -2.8051 1.0319 0.8782 -0.9 0.0 0.2
O -3.3622 -0.3764 -0.7458 -0.1 0.0 1.2
H 1.9886 3.7699 1.8221 -1.7 -0.4 -0.6
H 2.0055 3.1698 -0.4907 1.2 0.7 -1.2
H 0.4047 2.7375 3.3377 -0.1 0.1 1.0
H 0.7596 0.9887 -1.3951 0.7 1.7 2.1
H -0.9405 0.7788 2.5703 -1.2 -1.0 1.3
H -1.2919 -2.1280 -2.7026 -0.5 -0.1 -0.4
H -3.8197 -1.7583 -2.1687 2.0 0.4 1.2
H -0.9612 -1.1129 0.9790 -0.2 -0.5 -1.0
H 0.2567 -2.7881 -0.6370 -0.1 2.3 -0.9
H 0.9499 -1.9675 -2.0390 0.3 0.0 -1.3
H 1.2909 -1.3251 -0.4725 -0.3 0.6 0.1
H -0.2794 0.0950 -1.7371 -1.3 -2.4 1.1
```
Forces are in eV/Å.

As for the structure (SMILES): C[N@H+]1C=COC(=O)[C@@H]1c1ccccc1. Its charge is +1. For the HOMO energy, the calculation gives -12.9 eV. The value obtained for the relative energy (zero: lowest compared OMol25 entry of this formula, charge and spin) is 16.86 kcal per mole.

=====

[6]
The following is a DFT calculation (wB97M-V/def2-TZVPD) of a structure of composition C11H12NO5Zn in a non-equilibrium geometry.

```
30
Properties=species:S:1:pos:R:3:forces:R:3
O 1.4676 -0.7390 2.1528 7.4 3.2 -4.5
C 2.5428 -0.2705 1.4606 -3.7 -2.0 3.5
O 3.8503 -0.1845 2.1294 -3.0 2.1 -3.1
C 2.4237 0.2469 -0.1232 0.2 0.7 0.8
N 0.9833 0.2668 -0.5849 2.2 0.0 -1.7
C 0.6578 1.5120 -1.3802 -1.1 0.1 -0.7
O -0.1935 2.4002 -0.5289 -1.2 -3.2 0.7
C -1.2939 1.5473 0.0316 -2.9 -1.5 0.1
C -2.5315 1.1518 -1.0185 0.2 -1.8 5.0
C -3.7088 0.1734 -0.3816 2.9 1.1 1.6
C -3.6931 -0.3869 1.1894 3.0 2.3 -0.8
C -2.4793 0.0365 2.2068 0.2 1.5 -4.2
C -1.2897 1.0105 1.6157 -2.1 -0.7 -2.4
C 0.6078 -0.9487 -1.4032 -1.9 -1.3 -0.1
C 1.2908 -2.3566 -0.9141 4.7 -3.3 -3.2
O 2.2575 -2.8680 -1.7253 -6.2 3.4 5.6
O 0.9760 -3.1089 0.3105 -0.6 2.3 -3.4
H 2.7765 1.3868 -0.0873 -0.6 -1.9 0.1
H 3.1705 -0.2962 -0.8420 -1.3 0.6 1.5
H 0.0147 1.2565 -2.3518 1.4 0.3 2.2
H 1.5853 2.1163 -1.7611 -1.7 -1.0 1.1
H -2.5578 1.5360 -2.1314 0.0 -0.9 2.6
H -4.5784 -0.1522 -1.1085 1.9 0.7 1.8
H -4.5646 -1.0941 1.5818 2.1 1.8 -1.1
H -2.3793 -0.3289 3.3368 -0.4 0.9 -2.9
H -0.3587 1.3737 2.2520 -2.3 -1.0 -1.4
H 0.7587 -0.8029 -2.5771 0.2 -0.6 2.7
H -0.5701 -1.0878 -1.2697 2.4 0.4 -0.2
H 0.0139 -3.0209 0.5797 1.5 0.4 -0.5
Zn 4.8216 1.6316 1.3416 -1.3 -2.4 1.0
```
Forces are in eV/Å.

Its charge is +1. For the HOMO energy, the calculation gives -11.0 eV.

=====

[7]
The following is a DFT calculation (wB97M-V/def2-TZVPD) of the molecule C11H12O in a non-equilibrium geometry.

```
24
Properties=species:S:1:pos:R:3:forces:R:3
C -1.8063 2.4990 1.5205 0.1 1.0 -0.1
C -2.4055 1.2920 1.1833 0.1 -0.2 -0.6
C -0.4998 2.8116 1.1753 0.2 1.2 0.7
C -1.6998 0.2647 0.6171 3.4 1.7 0.2
C 0.3173 1.7799 0.7562 1.1 0.1 0.5
C -0.2594 0.5413 0.4869 -1.7 -1.0 -0.6
C 0.0647 -1.5827 -0.8943 -0.5 1.0 0.6
C -0.0946 -1.7799 -2.2242 -0.7 -1.9 0.7
C -0.1921 -2.3521 0.2926 0.3 1.3 -1.3
C 0.5991 -0.3766 -0.1994 0.3 -0.7 0.5
C 2.7391 -0.7145 -0.9458 -0.8 -1.8 -0.3
O 1.9012 -0.0513 -0.0884 -2.3 -0.1 -0.1
H -2.3415 3.2684 2.0654 -0.5 0.0 -0.4
H -3.4571 1.2298 1.1185 -1.2 -0.1 0.8
H -0.1708 3.8961 1.2662 -0.1 -1.7 0.2
H -2.0760 -0.6956 0.3613 -0.5 -0.3 -0.4
H 1.4449 1.8059 0.7345 -1.6 0.6 -0.4
H 0.1241 -1.0375 -2.9745 0.1 0.0 0.0
H -0.5564 -2.7807 -2.5098 0.8 1.5 0.1
H -0.4947 -1.8697 1.1850 -0.3 0.3 0.5
H -0.0911 -3.3833 0.3159 0.5 -1.9 0.0
H 2.4491 -0.6556 -1.9791 0.3 0.3 -0.4
H 2.8889 -1.7330 -0.6593 -0.8 -1.3 0.0
H 3.6165 -0.3762 -0.6040 3.9 1.9 -0.2
```
Forces are in eV/Å.

For the HOMO energy (alpha / beta), the calculation gives -7.2 / -6.4 eV. The value obtained for the relative energy (zero: lowest compared OMol25 entry of this formula, charge and spin) is 109.99 kcal per mole.

=====

[8]
The following is a DFT calculation (wB97M-V/def2-TZVPD) of the molecule C11H12O2 in a non-equilibrium geometry.

```
25
Properties=species:S:1:pos:R:3:forces:R:3
C 0.6894 0.8586 -0.5484 -2.6 0.6 -0.7
C -0.5026 1.6140 -0.3174 1.5 -3.6 0.7
C -1.6055 0.7992 -0.0242 -2.5 0.3 0.1
C -3.1814 1.0482 0.3765 1.6 0.0 1.1
C -3.7299 -0.3456 0.1241 -1.1 -1.8 -0.5
C -1.5359 -0.5680 -0.1982 3.7 -1.6 0.7
C -0.2895 -1.3060 -0.2268 -1.9 1.3 -1.1
C 0.7790 -0.5550 -0.5935 1.5 1.0 1.7
C 2.2118 -1.1330 -0.5887 -1.1 -1.6 1.4
C 3.3328 -0.4000 0.1651 -0.2 -1.0 -0.8
C 3.3288 0.0866 1.3857 -1.6 0.9 0.2
H 2.2873 0.6662 -1.1696 0.7 2.1 -0.1
H -0.3654 2.6341 -0.1439 -0.3 1.5 0.0
H -3.4062 1.4182 1.4974 0.8 -0.6 -2.7
H -3.6575 1.6369 -0.4042 0.1 0.8 0.6
H -4.4411 -0.2835 -0.7566 1.1 -0.6 0.6
H -4.2948 -0.8615 0.9129 0.1 0.7 0.1
H -0.1995 -2.3834 -0.1175 -0.4 0.2 0.0
H 2.5521 -1.4423 -1.5759 0.1 0.3 -0.2
H 2.0796 -2.1168 -0.0270 0.3 1.0 -0.8
H 4.1962 -0.3686 -0.4604 1.1 -0.2 0.1
H 2.3356 0.3504 1.8241 0.9 -0.8 0.2
H 4.2072 0.4809 1.8646 0.2 0.1 0.0
O 1.8203 1.4869 -0.8728 1.2 -0.2 -1.0
O -2.6108 -1.3165 -0.1252 -3.2 1.0 0.3
```
Forces are in eV/Å.

As for the structure (SMILES): C=CCc1cc2c(cc1O)CCO2. For the HOMO energy, the calculation gives -7.3 eV. The value obtained for the relative energy (zero: lowest compared OMol25 entry of this formula, charge and spin) is 86.50 kcal per mole.

=====

Computed values of calculated total energy (unit: Eh) for the preceding records, in sequence: -556.12611 -631.68090 -631.53352 -631.47307 -631.24521 -2635.77122 -501.40262 -576.71792.